147
Properties=species:S:1:pos:R:3:lowdin_charge:R:1 method="wB97M-V/def2-TZVPD" e_lumo_ha=0.009 total_energy_ev=-187058.157 homo_lumo_gap_ha=0.3903 e_homo_ev=-10.365 smiles="COP(=O)(OC)OC.COP(=O)(OC)OC.COP(=O)(OC)OC.COP(=O)(OC)OC.COP(=O)(OC)OC.COP(=O)(OC)OC.COP(=O)(OC)OC.COP(=O)(OC)OC.O=S1(=O)OCCO1"
H -1.44916 -8.46026 4.46124 0.08
H -0.02478 -8.49502 3.38692 0.09
O 12.30978 2.45322 2.52488 -0.24
C -9.47606 -3.17774 -7.80301 -0.10
P 0.55039 1.45626 -0.56553 0.55
C 1.19117 -6.40163 -4.28438 -0.13
H 1.41190 -3.78422 -10.39389 0.14
C -6.65140 9.50682 6.53780 -0.06
O -6.12012 -3.37678 -7.22270 -0.24
H -6.73271 9.28017 7.60087 0.08
C -3.40974 0.46842 10.57165 -0.12
H -1.46640 1.32617 -2.39670 0.08
H -7.31924 -5.03394 -7.44907 0.08
O 1.24887 -6.33090 -1.10813 -0.25
O 2.28035 -6.04304 -3.47533 -0.22
O -0.94093 -5.97413 -10.90943 -0.25
O 2.57309 -8.26590 -2.39650 -0.24
C 2.17656 -6.38892 5.78158 -0.15
H -1.37253 0.06619 0.88955 0.09
C -2.94706 4.14704 12.85305 -0.15
O -1.03322 -6.72547 6.24693 -0.23
H 5.09739 -6.62584 0.08140 0.09
H 10.78403 4.29274 -0.48179 0.09
H -3.09358 -0.39809 11.15244 0.09
C -2.32861 7.34021 4.48139 -0.11
H 12.07800 4.95303 0.75550 0.10
H -4.41045 0.24693 10.20066 0.09
H 13.50617 3.73715 3.81733 0.09
C 0.42094 6.38067 -6.88906 -0.14
C -6.31421 -0.35428 -7.90821 -0.09
C 2.37533 8.82854 -8.45759 -0.08
H 10.46362 5.58929 0.38325 0.09
O -5.09634 6.73863 5.68611 -0.25
O 2.37846 6.08121 -9.74738 -0.25
C 11.05389 4.68048 0.50052 -0.12
H -0.31533 0.14236 2.42689 0.08
P -0.00780 -7.71740 6.54239 0.58
H -1.26028 -0.34013 -3.06192 0.09
H -2.81206 6.41862 4.15728 0.09
H -5.55032 -5.27628 -7.18280 0.10
H 1.05398 -7.44204 -4.57903 0.09
O -3.32367 3.07030 13.64833 -0.22
H 0.29373 -6.18773 -3.70390 0.08
C 9.24152 0.42078 2.88270 -0.07
H -0.21732 1.04649 -3.65230 0.09
H 1.57128 -6.19063 4.89703 0.09
H 12.29132 2.75476 4.67707 0.09
C -0.51231 -8.97067 4.23790 -0.12
O 2.13295 1.92343 -0.67272 -0.24
H 0.99536 -7.72142 8.97358 0.07
H 3.16867 -6.78908 5.57256 0.09
H -6.53035 1.15342 14.64634 0.08
C 2.80615 2.70488 0.26772 -0.13
O 0.04133 6.73687 -10.78717 -0.20
C -5.66383 0.57386 14.32798 -0.09
O 9.72246 1.80708 2.83854 -0.27
P -4.91865 8.22024 5.00371 0.55
O 10.75321 1.60895 0.50396 -0.25
O -0.42733 2.54569 -0.29385 -0.26
H -1.50571 7.13857 5.16715 0.09
H -0.14460 7.19191 -6.43062 0.09
H 3.01569 8.03301 -8.07656 0.08
O -7.85319 -2.90344 -5.33777 -0.24
C 1.10083 -3.46031 -11.38708 -0.29
H 0.82339 -9.32913 9.29176 0.09
H -3.87707 7.00952 7.27983 0.08
C -4.52610 6.23627 6.86880 -0.13
H -1.18157 5.30829 -11.58828 0.08
H 1.49953 6.49033 -6.77629 0.08
H 0.23684 5.53483 -6.22667 0.09
H -3.88842 5.35271 6.89696 0.09
H -6.84078 10.58020 6.52840 0.08
H -5.28771 6.02803 7.62025 0.09
H 4.39228 -8.14229 -3.53153 0.09
H 10.01585 -0.16437 2.38659 0.08
H -5.36632 -0.80288 -8.20544 0.09
H -6.07744 -0.41804 14.14591 0.09
O -3.32207 1.64816 11.34148 -0.26
O 1.21235 8.32316 -9.19381 -0.24
H -2.25220 4.08379 12.01563 0.09
H 0.34102 4.61402 -11.47070 0.09
C 4.73784 -7.06146 -0.85083 -0.13
H -1.88142 7.59498 3.52055 0.08
O 0.72377 0.38794 0.66376 -0.25
P 2.41217 -6.67764 -2.01275 0.47
O 10.48268 3.91500 1.51558 -0.24
P -3.50879 1.52784 13.01221 0.54
H -9.78016 -3.49762 -8.79965 0.09
O -5.22797 9.27334 6.20380 -0.24
H -5.03511 0.50902 15.21601 0.09
H 4.36638 -8.02018 -0.48892 0.09
O -2.74573 0.43172 13.66857 -0.26
H 2.35948 3.69530 0.18021 0.08
H -9.35218 -3.97254 -7.06744 0.08
O 0.61480 -4.41493 -12.22444 -0.17
H 8.28459 0.32783 2.36915 0.09
H -3.85161 4.43316 12.31636 0.08
C 0.19976 -8.45425 9.10799 -0.15
S -0.91816 -4.86421 -11.86515 0.75
P 1.06442 6.72041 -9.51009 0.51
O -1.78043 -4.99714 -13.07155 -0.25
H 3.14537 -9.35993 -4.04350 0.09
H -7.36501 8.98624 5.89917 0.09
P -7.32228 -2.39132 -6.62932 0.45
H 2.51031 2.47943 1.29229 0.08
O -8.35458 -2.30906 -7.84173 -0.24
C -0.12836 5.58867 -11.60437 -0.13
H -2.77389 0.74060 9.72920 0.09
H -7.08016 -0.39461 -8.68267 0.08
H 1.82309 9.27110 -7.62857 0.08
H 3.89366 2.77321 0.24015 0.09
C -0.77052 0.60408 -2.82385 -0.12
O -5.08220 1.23102 13.17021 -0.23
O -3.26652 8.27096 5.03015 -0.25
O 1.50825 -7.01999 6.83791 -0.25
H 5.62090 -7.27848 -1.45183 0.09
H 0.16730 -1.80088 -10.43447 0.15
H -0.41228 -8.25015 9.98654 0.09
H 11.72889 3.96267 3.60796 0.07
C -6.31553 -4.66746 -7.66436 -0.14
O 0.24536 0.44935 -1.87982 -0.25
H -6.24354 -4.69109 -8.75173 0.09
C -0.42724 -0.15624 1.38458 -0.07
O 0.17746 6.15024 -8.23048 -0.23
C -0.00883 -2.59118 -11.16418 -0.19
H -0.67658 -10.01185 3.96027 0.09
H -10.24213 -2.48371 -7.45725 0.09
C 12.53800 3.24333 3.73444 -0.07
O -0.42262 -8.66600 7.88196 -0.22
O 0.31705 -8.84355 5.36756 -0.24
H -0.11968 -2.13488 -12.14785 0.14
H 0.00852 5.83959 -12.65622 0.09
C 3.62055 -8.84189 -3.21047 -0.11
H -0.26628 -1.22782 1.50249 0.08
O 3.87216 -6.21067 -1.55876 -0.19
H 2.37702 -5.33779 5.98907 0.08
H 4.30306 -9.57994 -2.78908 0.08
P 10.86611 2.38878 1.76586 0.47
O -5.59765 8.46858 3.63504 -0.28
H -2.73491 4.90262 13.60948 0.10
H 2.92029 9.67059 -8.88428 0.09
O -1.10654 -3.50596 -10.99024 -0.19
H -6.17365 0.72518 -7.85246 0.09
H 9.12202 0.16841 3.93633 0.08
H 0.91243 -5.67313 -5.04576 0.09
H 2.00202 -3.00147 -11.79381 0.15
O -6.71324 -0.92363 -6.63981 -0.19